No. 1
The following is a DFT calculation (wB97M-V/def2-TZVPD) of C22H21AsCl2I2NSZr as an isolated structure.

Its total charge is +1. As for the frontier orbital gap: 0.26687 Ha. Its spin multiplicity is 1. For the LUMO energy, the calculation gives -0.123 Ha. The molecular weight is 822.34 g/mol.

```
51
Properties=species:S:1:pos:R:3:forces:R:3
Zr 1.6229 -1.3154 0.9990 0.472 -0.146 0.086
S 2.3762 0.6215 -0.5593 -0.233 -0.121 -0.032
C 1.5529 2.1039 -0.0255 0.239 0.022 -0.056
C 2.1901 3.3355 -0.1230 0.002 0.039 0.020
C 1.5190 4.4913 0.2565 0.007 -0.065 -0.016
C 0.2155 4.4308 0.7305 -0.009 -0.004 -0.003
C -0.4283 3.2043 0.8229 0.032 0.145 -0.052
C 0.2421 2.0554 0.4345 -0.107 -0.079 0.138
As -0.5161 0.3008 0.5389 0.026 0.240 -0.574
C -2.1068 0.5202 1.5510 -0.141 -0.027 0.242
C -3.3420 0.6897 0.9387 -0.164 0.062 0.228
C -4.4607 0.9336 1.7278 0.031 -0.015 -0.053
C -4.3397 1.0109 3.1078 -0.002 -0.007 -0.003
C -3.1000 0.8469 3.7135 0.014 0.000 -0.030
C -1.9792 0.5980 2.9360 -0.169 0.019 0.068
C -1.1026 -0.0664 -1.2695 -0.075 -0.119 0.056
C -0.6876 0.7247 -2.3327 -0.078 0.021 -0.085
C -1.0461 0.3806 -3.6305 -0.003 -0.002 0.024
C -1.8149 -0.7511 -3.8696 0.020 0.024 0.044
C -2.2384 -1.5374 -2.8059 0.018 0.025 0.031
C -1.8796 -1.1978 -1.5077 -0.028 -0.018 -0.152
H 3.2092 3.3856 -0.4842 -0.012 0.005 0.005
H 2.0241 5.4459 0.1868 -0.002 -0.007 0.001
H -0.2990 5.3336 1.0303 0.012 0.003 0.004
H -1.4437 3.1522 1.1960 -0.002 -0.043 -0.002
H -3.4436 0.6457 -0.1362 0.031 -0.011 -0.058
H -5.4266 1.0692 1.2587 0.006 -0.004 0.013
H -5.2154 1.2010 3.7144 0.012 0.003 -0.003
H -3.0054 0.9136 4.7894 -0.009 -0.004 -0.011
H -1.0133 0.4724 3.4113 0.030 0.014 -0.034
H -0.1029 1.6173 -2.1536 0.041 -0.008 -0.002
H -0.7319 1.0072 -4.4552 -0.003 0.000 0.000
H -2.0975 -1.0101 -4.8818 -0.001 -0.001 0.009
H -2.8546 -2.4092 -2.9836 0.005 0.005 0.001
H -2.2344 -1.8117 -0.6885 -0.005 0.036 0.020
I 4.8822 -1.3036 0.6767 0.037 0.287 -0.235
C 5.1690 -3.0855 1.7529 0.158 -0.149 0.058
I 3.2913 -3.7497 2.4430 -0.311 -0.202 0.094
H 5.7940 -2.8903 2.6141 0.052 -0.032 -0.002
H 5.5787 -3.8473 1.1038 0.071 -0.013 0.029
Cl 2.3036 -0.0837 2.8903 0.059 0.354 0.432
Cl -0.1109 -2.3141 2.7485 -0.016 -0.216 -0.135
C 0.0566 -2.9392 1.0385 -0.156 0.009 0.084
H -0.9198 -2.8814 0.5695 -0.002 0.019 0.012
H 0.3609 -3.9801 1.1168 0.036 -0.019 -0.052
C 2.7264 -2.1874 -3.5481 -0.181 0.051 0.449
C 2.3382 -2.2928 -2.1416 0.004 -0.255 -0.504
N 2.0317 -2.3779 -1.0412 0.274 0.194 -0.035
H 3.7314 -2.5831 -3.6770 0.023 -0.006 0.004
H 2.7032 -1.1324 -3.8205 0.009 0.006 -0.018
H 2.0219 -2.7440 -4.1625 -0.011 -0.011 -0.003
```
Positions in Å, forces in eV/Å.

Which charges does Löwdin predict for the atoms? In e, they are: atom 1 (Zr): 0.48, atom 2 (S): 0.43, atom 3 (C): -0.68, atom 4 (C): -0.10, atom 5 (C): -0.06, atom 6 (C): -0.07, atom 7 (C): -0.07, atom 8 (C): -0.42, atom 9 (As): 1.22, atom 10 (C): -0.40, atom 11 (C): -0.09, atom 12 (C): -0.06, atom 13 (C): -0.07, atom 14 (C): -0.06, atom 15 (C): -0.13, atom 16 (C): -0.37, atom 17 (C): -0.10, atom 18 (C): -0.07, atom 19 (C): -0.08, atom 20 (C): -0.07, atom 21 (C): -0.13, atom 22 (H): 0.11, atom 23 (H): 0.11, atom 24 (H): 0.11, atom 25 (H): 0.11, atom 26 (H): 0.10, atom 27 (H): 0.11, atom 28 (H): 0.11, atom 29 (H): 0.11, atom 30 (H): 0.09, atom 31 (H): 0.10, atom 32 (H): 0.11, atom 33 (H): 0.11, atom 34 (H): 0.11, atom 35 (H): 0.09, atom 36 (I): 0.88, atom 37 (C): -1.10, atom 38 (I): 0.90, atom 39 (H): -0.02, atom 40 (H): -0.03, atom 41 (Cl): -0.08, atom 42 (Cl): 0.46, atom 43 (C): -0.69, atom 44 (H): -0.02, atom 45 (H): -0.02, atom 46 (C): 0.00, atom 47 (C): -0.20, atom 48 (N): 0.03, atom 49 (H): 0.10, atom 50 (H): 0.10, atom 51 (H): 0.10

No. 2
The following is a DFT calculation (wB97M-V/def2-TZVPD) of C22H21BeF9O7PTe as an isolated structure.

Its total charge is -1. As for the frontier orbital gap: 0.26904 Ha. Its spin multiplicity is 1. For the LUMO energy, the calculation gives 0.093 Ha. The molecular weight is 735.97 g/mol.

```
62
Properties=species:S:1:pos:R:3:forces:R:3
Be -0.2850 1.2065 -0.1588 -0.510 -0.610 0.105
O -1.1928 -0.5408 -0.1661 0.117 -0.024 -0.165
C -0.2426 -1.4609 -0.7379 -0.079 -0.307 0.103
C 1.0891 -0.6994 -0.9996 -0.264 -0.045 -0.227
O 2.0590 -1.3109 -1.3983 0.142 -0.196 0.015
O 0.9981 0.5602 -0.8158 0.191 0.507 0.149
C 0.0545 -2.6044 0.2232 0.043 0.000 -0.070
C 0.1200 -2.3797 1.5946 0.038 -0.029 0.015
C 0.4453 -3.4109 2.4646 0.003 -0.012 -0.014
C 0.7283 -4.6755 1.9739 0.002 -0.004 0.008
C 0.6934 -4.8988 0.6047 0.001 0.015 0.011
C 0.3627 -3.8707 -0.2631 -0.040 -0.015 0.011
C -0.8715 -1.9389 -2.0396 0.004 -0.026 -0.018
C -2.0959 -2.5985 -1.9610 0.002 0.031 -0.018
C -2.7512 -3.0150 -3.1056 0.007 -0.003 0.008
C -2.1872 -2.7756 -4.3529 0.015 0.016 -0.006
C -0.9729 -2.1160 -4.4379 0.003 -0.022 -0.002
C -0.3152 -1.6984 -3.2865 0.017 -0.074 0.015
H -1.2527 -0.6825 0.7895 0.007 0.108 -0.114
H -0.0311 -1.3903 2.0087 0.000 0.092 0.008
H 0.4924 -3.2132 3.5273 0.001 0.002 0.030
H 0.9870 -5.4789 2.6519 -0.001 -0.008 0.007
H 0.9285 -5.8778 0.2079 0.007 -0.023 -0.009
H 0.3452 -4.0482 -1.3293 0.009 0.001 -0.019
H -2.5400 -2.7726 -0.9893 -0.018 -0.005 0.026
H -3.7048 -3.5210 -3.0271 -0.020 -0.011 0.002
H -2.6978 -3.0965 -5.2520 -0.008 0.002 -0.010
H -0.5307 -1.9150 -5.4052 0.004 0.007 -0.009
H 0.6335 -1.1886 -3.3666 0.042 0.024 0.005
C 0.3377 2.6466 5.9570 0.085 0.007 0.054
C 1.1840 2.3057 4.7524 0.077 0.077 0.141
O 0.3114 1.8931 3.7121 -0.205 -0.095 -0.097
P 0.8686 1.7771 2.2114 -0.417 -0.061 -0.023
O -0.3273 1.1596 1.4778 0.521 0.561 -0.075
Te 1.7237 3.7829 1.3943 0.082 0.108 0.008
O 1.9363 0.5928 2.3135 -0.138 -0.094 0.123
C 3.3553 0.7638 2.2997 0.170 -0.046 0.002
C 3.9019 0.4168 0.9372 0.090 0.055 -0.001
H 0.9732 2.9889 6.7750 0.006 0.005 0.026
H -0.2254 1.7776 6.2949 -0.023 -0.039 -0.002
H -0.3669 3.4381 5.7087 -0.016 0.037 -0.023
H 1.8800 1.4902 4.9750 0.022 0.019 0.026
H 1.7614 3.1751 4.4193 -0.019 -0.023 0.018
H 3.7345 0.0898 3.0719 0.039 0.015 -0.020
H 3.6025 1.7931 2.5759 0.007 -0.054 -0.040
H 3.6002 -0.5843 0.6320 0.010 -0.026 0.019
H 4.9919 0.4713 0.9670 0.049 -0.020 -0.056
H 3.5319 1.1172 0.1888 -0.007 0.004 0.021
F -2.2432 0.6133 -3.0030 0.035 -0.076 -0.039
C -2.7442 1.7744 -2.5775 0.039 0.088 0.032
F -3.6423 1.4943 -1.6350 -0.082 -0.031 0.129
F -3.4058 2.3246 -3.6081 -0.115 0.087 -0.164
C -1.6177 2.7004 -2.0133 -0.044 0.004 -0.050
O -1.1856 2.2255 -0.8472 0.083 0.046 0.278
C -2.2094 4.1248 -1.7461 0.047 -0.083 -0.028
F -3.3033 4.0401 -0.9834 -0.175 -0.055 0.114
F -2.5628 4.7785 -2.8641 -0.028 0.091 -0.196
F -1.3340 4.8854 -1.1020 0.149 0.076 0.089
C -0.4703 2.8127 -3.0650 -0.053 0.005 0.119
F 0.4662 3.6615 -2.6474 0.107 0.132 0.075
F -0.9043 3.2451 -4.2582 -0.111 0.081 -0.282
F 0.1161 1.6363 -3.2670 0.100 -0.190 -0.012
```
Positions in Å, forces in eV/Å.

Which charges does Löwdin predict for the atoms? In e, they are: atom 1 (Be): 0.03, atom 2 (O): 0.04, atom 3 (C): -0.27, atom 4 (C): -0.54, atom 5 (O): 0.09, atom 6 (O): 0.02, atom 7 (C): -0.12, atom 8 (C): -0.01, atom 9 (C): -0.07, atom 10 (C): -0.10, atom 11 (C): -0.08, atom 12 (C): -0.01, atom 13 (C): -0.16, atom 14 (C): -0.03, atom 15 (C): -0.08, atom 16 (C): -0.10, atom 17 (C): -0.07, atom 18 (C): -0.01, atom 19 (H): 0.10, atom 20 (H): 0.11, atom 21 (H): 0.10, atom 22 (H): 0.09, atom 23 (H): 0.10, atom 24 (H): 0.12, atom 25 (H): 0.13, atom 26 (H): 0.10, atom 27 (H): 0.09, atom 28 (H): 0.10, atom 29 (H): 0.12, atom 30 (C): -0.08, atom 31 (C): -0.33, atom 32 (O): -0.28, atom 33 (P): 0.14, atom 34 (O): -0.28, atom 35 (Te): 0.46, atom 36 (O): -0.28, atom 37 (C): -0.32, atom 38 (C): -0.08, atom 39 (H): 0.07, atom 40 (H): 0.07, atom 41 (H): 0.08, atom 42 (H): 0.12, atom 43 (H): 0.07, atom 44 (H): 0.11, atom 45 (H): 0.06, atom 46 (H): 0.07, atom 47 (H): 0.08, atom 48 (H): 0.06, atom 49 (F): 0.18, atom 50 (C): -0.54, atom 51 (F): 0.18, atom 52 (F): 0.16, atom 53 (C): -0.26, atom 54 (O): -0.03, atom 55 (C): -0.55, atom 56 (F): 0.17, atom 57 (F): 0.15, atom 58 (F): 0.17, atom 59 (C): -0.55, atom 60 (F): 0.18, atom 61 (F): 0.16, atom 62 (F): 0.18

No. 3
The following is a DFT calculation (wB97M-V/def2-TZVPD) of C22H21Br3IrN5O3P as an isolated structure.

Its expectation value of S² is 8.80. Its total charge is +2. As for the frontier orbital gap (alpha / beta): 0.26731 / 0.16322 Ha. Its spin multiplicity is 6. For the LUMO energy (alpha / beta), the calculation gives -0.225 / -0.329 Ha. The molecular weight is 866.35 g/mol.

```
56
Properties=species:S:1:pos:R:3:forces:R:3
Ir 0.0643 -0.2114 -0.7657 0.356 -0.366 -0.556
C -1.4023 -2.1787 -2.9272 0.007 -0.001 0.012
C -1.6614 -2.6623 -1.5370 -0.027 -0.025 -0.025
C -2.4845 -3.7710 -1.2885 0.009 0.018 0.018
C -2.7285 -4.1823 -0.0053 0.019 0.025 0.005
C -2.1425 -3.4858 1.0692 -0.019 -0.024 -0.010
C -2.3302 -3.8107 2.4596 0.069 0.088 -0.032
Br -3.4078 -5.2387 2.9389 -0.034 -0.046 0.022
C -1.7190 -3.0714 3.4606 0.005 0.013 -0.016
C -0.9023 -1.9953 3.1590 -0.068 -0.092 -0.021
Br -0.0953 -1.0124 4.5018 0.029 0.030 0.040
C -0.6656 -1.6123 1.7973 0.000 0.049 -0.178
O 0.0659 -0.6510 1.4735 -0.011 -0.013 0.153
C -1.3280 -2.4026 0.7543 0.077 0.077 0.051
N -1.0943 -2.0076 -0.5225 -0.156 -0.005 0.230
H -1.9472 -2.7749 -3.6545 0.001 0.005 -0.005
H -0.3370 -2.2436 -3.1580 0.003 0.003 -0.004
H -1.7120 -1.1369 -3.0346 -0.005 0.002 -0.004
H -2.9300 -4.2890 -2.1256 -0.001 -0.001 -0.003
H -3.3691 -5.0323 0.1860 0.000 -0.001 0.003
H -1.8852 -3.3399 4.4946 0.005 0.004 0.004
C 5.1934 0.6667 -2.3609 -0.038 0.036 -0.015
N 4.9758 0.4110 -0.9438 -0.036 -0.014 -0.002
C 5.0181 1.6613 -0.1695 0.041 -0.029 0.017
N 3.9725 2.5915 -0.5787 -0.038 0.037 -0.034
C 4.1266 2.8435 -2.0042 -0.003 -0.093 -0.010
N 4.0781 1.5455 -2.7054 0.045 0.063 -0.101
C 2.7960 0.9357 -2.8113 -0.005 -0.020 0.094
P 2.2602 0.4647 -1.0548 -0.288 0.177 0.092
C 3.8407 -0.4356 -0.6495 0.052 -0.029 0.055
C 2.6392 2.0923 -0.2592 0.093 -0.022 0.027
H 5.1550 -0.2483 -2.9481 0.026 -0.015 0.029
H 6.1353 1.1882 -2.5126 0.006 -0.023 0.001
H 5.9918 2.1247 -0.3281 -0.010 0.003 0.011
H 4.9082 1.4232 0.8873 -0.003 0.002 -0.004
H 5.0946 3.3014 -2.2008 -0.016 0.026 0.007
H 3.3245 3.4752 -2.3805 0.007 0.023 0.027
H 2.8345 0.0440 -3.4369 -0.015 0.006 -0.009
H 2.0437 1.6406 -3.1694 0.003 -0.004 -0.014
H 3.9043 -1.3738 -1.2018 -0.003 0.004 -0.002
H 3.8254 -0.6680 0.4183 0.005 -0.003 -0.011
H 2.5406 1.9661 0.8216 -0.011 0.013 -0.003
H 1.8768 2.8038 -0.5786 0.007 0.005 0.005
Br -5.1116 5.3101 0.0616 -0.009 0.004 0.008
C -3.6330 4.8045 -0.9791 0.038 -0.077 0.023
C -3.2014 5.6271 -2.0178 -0.001 0.086 -0.070
N -2.1672 5.3353 -2.8013 -0.070 -0.079 0.134
C -1.5220 4.2014 -2.5647 0.082 0.021 -0.100
C -1.8724 3.3213 -1.5469 -0.099 0.072 0.052
C -2.9608 3.6259 -0.7294 0.030 0.065 -0.083
C -1.1008 2.0944 -1.3368 0.191 -0.400 0.100
O -0.0688 1.8144 -2.0293 -0.162 0.151 0.167
O -1.4456 1.2619 -0.4267 -0.083 0.290 -0.088
H -3.7177 6.5584 -2.2192 0.000 -0.007 -0.001
H -0.6878 3.9720 -3.2174 -0.003 -0.005 0.013
H -3.2613 2.9627 0.0694 0.007 -0.005 0.002
```
Positions in Å, forces in eV/Å.

Which charges does Löwdin predict for the atoms? In e, they are: atom 1 (Ir): 1.22, atom 2 (C): -0.02, atom 3 (C): -0.27, atom 4 (C): 0.04, atom 5 (C): 0.03, atom 6 (C): -0.16, atom 7 (C): -0.59, atom 8 (Br): 0.96, atom 9 (C): -0.14, atom 10 (C): -0.59, atom 11 (Br): 0.94, atom 12 (C): -0.37, atom 13 (O): -0.11, atom 14 (C): -0.12, atom 15 (N): -0.01, atom 16 (H): 0.09, atom 17 (H): 0.09, atom 18 (H): 0.09, atom 19 (H): 0.13, atom 20 (H): 0.10, atom 21 (H): 0.11, atom 22 (C): -0.10, atom 23 (N): -0.09, atom 24 (C): -0.12, atom 25 (N): -0.12, atom 26 (C): -0.10, atom 27 (N): -0.03, atom 28 (C): -0.21, atom 29 (P): 0.89, atom 30 (C): -0.25, atom 31 (C): -0.26, atom 32 (H): 0.15, atom 33 (H): 0.15, atom 34 (H): 0.15, atom 35 (H): 0.15, atom 36 (H): 0.15, atom 37 (H): 0.15, atom 38 (H): 0.12, atom 39 (H): 0.10, atom 40 (H): 0.11, atom 41 (H): 0.12, atom 42 (H): 0.12, atom 43 (H): 0.10, atom 44 (Br): 0.81, atom 45 (C): -0.66, atom 46 (C): -0.14, atom 47 (N): 0.10, atom 48 (C): -0.07, atom 49 (C): -0.13, atom 50 (C): -0.03, atom 51 (C): -0.58, atom 52 (O): -0.14, atom 53 (O): -0.12, atom 54 (H): 0.12, atom 55 (H): 0.12, atom 56 (H): 0.12